# 1
Entry from OMol25: C3H4BrKNO3 as an isolated structure in a non-equilibrium geometry (the ωB97M-V functional and the def2-TZVPD basis).

The calculation puts the LUMO energy at -3.434 eV. As for the total charge: +1. Its gap between HOMO and LUMO is 10.76 eV. For the highest occupied orbital energy, the calculation gives -14.190 eV.

CARTESIAN COORDINATES (ANGSTROEM)
Br  -0.711  -0.107  -2.581
K  -2.868  -0.048  1.174
O  -0.985  1.008  1.127
O  0.148  2.354  -0.114
O  -1.397  -1.987  -0.799
N  1.061  0.264  0.305
C  -0.564  -1.209  -0.996
C  0.631  -1.110  -0.038
C  0.015  1.182  0.482
H  1.713  0.280  1.082
H  1.038  2.686  0.112
H  0.453  -1.750  0.827
H  1.467  -1.563  -0.582

***

# 2
Entry from OMol25: C5H7Cl13 as an isolated structure in a non-equilibrium geometry (the ωB97M-V functional and the def2-TZVPD basis).

The calculation puts the LUMO energy at 0.024 eV. As for the total charge: 0. Its gap between HOMO and LUMO is 9.52 eV. For the highest occupied orbital energy, the calculation gives -9.494 eV.

CARTESIAN COORDINATES (ANGSTROEM)
Cl  -1.121  -3.329  3.043
Cl  2.167  -3.909  -2.224
Cl  -3.405  2.143  -1.507
Cl  -2.623  -1.067  2.364
Cl  1.356  0.841  0.404
Cl  2.351  3.031  2.788
Cl  -1.722  0.922  0.535
Cl  0.168  -1.302  1.337
Cl  2.010  4.479  0.267
Cl  0.814  -1.463  -1.323
Cl  -0.738  0.883  -1.762
Cl  2.633  -2.167  -4.545
Cl  3.549  -1.415  -1.947
C  0.083  -0.080  -0.499
C  -0.964  -1.662  2.658
C  -3.219  0.709  -0.417
C  2.281  -2.251  -2.791
C  1.610  3.024  1.183
H  1.368  -1.691  -2.592
H  -3.359  -0.197  -1.006
H  -0.651  -0.335  0.266
H  -4.132  0.749  0.178
H  1.808  2.057  0.718
H  -0.797  -1.019  3.522
H  0.533  3.051  1.351

***

# 3
Entry from OMol25: C40H49N4O2P3RhS as an isolated structure in a non-equilibrium geometry (the ωB97M-V functional and the def2-TZVPD basis).

As for the expectation value of S²: 6.020. The calculation puts the LUMO energy (alpha / beta) at -2.257 / -5.394 eV. As for the total charge: +1. As for the multiplicity: 5. Its gap between HOMO and LUMO (alpha / beta) is 7.68 / 5.28 eV. For the highest occupied orbital energy (alpha / beta), the calculation gives -9.939 / -10.676 eV.

CARTESIAN COORDINATES (ANGSTROEM)
Rh  -0.057  -0.080  0.180
S  0.659  2.510  4.085
P  1.252  -1.757  1.757
P  -0.855  0.436  -2.101
P  -1.220  2.462  -0.319
O  -1.591  -1.804  -0.325
O  2.247  -1.996  -2.688
N  0.549  1.357  1.565
N  0.274  -1.862  -1.546
N  -1.741  1.919  -1.840
N  0.827  -3.764  -2.823
C  -2.105  2.827  -2.927
C  3.094  -1.458  1.664
C  -0.247  -4.133  1.809
C  -1.260  -3.710  -1.703
C  0.596  1.844  2.646
C  -0.276  5.016  -0.639
C  -0.886  -2.437  -1.159
C  -2.620  4.896  -0.051
C  3.463  0.020  1.527
C  -3.931  0.152  1.689
C  -1.411  4.263  -0.338
C  1.181  -2.482  -2.358
C  0.714  -1.319  3.491
C  1.975  -4.187  0.557
C  -4.090  -1.028  -4.099
C  2.922  1.628  -3.009
C  -2.397  1.832  0.907
C  1.056  -2.330  4.586
C  -1.324  -1.209  -4.295
C  0.511  1.391  -4.385
C  -3.511  -1.799  -5.097
C  2.839  1.998  -4.343
C  -3.198  1.904  3.173
C  3.916  -2.085  2.789
C  -1.553  7.029  -0.376
C  -2.685  6.278  -0.080
C  -0.792  -1.025  3.513
C  -2.129  -1.893  -5.190
C  -2.409  2.434  2.170
C  0.589  1.017  -3.045
C  -1.902  -0.416  -3.303
C  -0.350  6.400  -0.660
C  -3.139  0.671  0.678
C  -3.961  0.765  2.933
C  -0.364  -4.327  -2.501
C  1.840  -4.483  -3.584
C  1.197  -3.620  1.750
C  1.638  1.881  -5.028
C  -3.290  -0.345  -3.198
C  1.799  1.138  -2.365
H  -0.419  1.292  -4.929
H  -1.079  -0.585  4.470
H  -2.860  3.534  -2.588
H  3.716  2.370  -4.855
H  -3.208  2.369  4.149
H  -1.807  3.314  2.360
H  1.249  -0.390  3.708
H  -2.207  -4.151  -1.434
H  -1.247  3.386  -3.307
H  -4.514  -0.740  1.504
H  3.299  0.561  2.460
H  -0.903  -3.582  1.137
H  4.521  0.105  1.272
H  3.364  -1.941  0.719
H  -1.676  -2.498  -5.964
H  -3.622  6.773  0.137
H  -0.246  -1.271  -4.374
H  0.473  -3.246  4.484
H  -4.137  -2.325  -5.805
H  2.888  0.508  0.744
H  -5.167  -0.959  -4.020
H  0.660  4.511  -0.849
H  2.164  -3.887  -4.435
H  -0.662  -4.052  2.814
H  0.532  6.983  -0.886
H  -1.080  -0.329  2.723
H  4.975  -2.006  2.535
H  -0.552  -5.307  -2.919
H  -0.280  -5.186  1.522
H  1.773  -3.636  -0.359
H  2.710  -4.673  -2.956
H  -3.501  4.313  0.185
H  1.703  -3.939  2.664
H  2.111  -2.592  4.603
H  3.689  -3.140  2.945
H  -3.741  0.251  -2.412
H  1.697  -5.231  0.396
H  1.859  0.818  -1.329
H  -1.610  8.109  -0.377
H  -2.520  2.241  -3.747
H  3.764  -1.547  3.725
H  3.862  1.703  -2.479
H  -1.370  -1.940  3.372
H  -4.575  0.352  3.722
H  1.429  -5.428  -3.929
H  -3.104  0.179  -0.284
H  0.809  -1.890  5.554
H  1.576  2.167  -6.070
H  3.050  -4.153  0.732

***

# 4
Entry from OMol25: an isolated ion of composition C3H7NOS and charge -2 in a non-equilibrium geometry (the ωB97M-V functional and the def2-TZVPD basis).

The calculation puts the LUMO energy at 6.068 eV. As for the total charge: -2. Its gap between HOMO and LUMO is 5.59 eV. As for the SMILES: [O-]CNCC[S-]. For the highest occupied orbital energy, the calculation gives 0.480 eV.

CARTESIAN COORDINATES (ANGSTROEM)
S  -3.378  0.418  0.197
O  2.930  0.461  -0.419
N  0.777  -0.553  -0.331
C  1.990  -0.111  0.382
C  -0.601  -0.346  0.343
C  -1.732  0.254  -0.553
H  2.303  -0.934  1.064
H  -1.759  -0.160  -1.686
H  -0.494  0.425  1.169
H  -1.382  1.326  -0.770
H  1.476  0.595  1.071
H  0.888  -0.064  -1.189
H  -1.018  -1.309  0.721

***

# 5
Entry from OMol25: C14H34F2NO14P2S3 as an isolated structure in a non-equilibrium geometry (the ωB97M-V functional and the def2-TZVPD basis).

The calculation puts the LUMO energy at 1.272 eV. As for the total charge: -1. Its gap between HOMO and LUMO is 8.03 eV. For the highest occupied orbital energy, the calculation gives -6.757 eV.

CARTESIAN COORDINATES (ANGSTROEM)
S  3.139  2.421  1.727
S  4.368  0.748  0.988
S  1.299  4.008  0.576
P  4.578  -5.214  -1.257
P  -5.668  3.460  1.051
F  -0.117  1.721  0.899
F  3.985  -0.620  1.718
O  -4.369  3.123  1.705
O  -7.300  3.470  0.692
O  4.052  3.174  2.527
O  2.116  1.832  2.546
O  -5.800  5.039  1.464
O  5.748  1.085  1.116
O  4.249  -6.053  -2.632
O  -5.248  3.618  -0.520
O  4.757  -3.720  -1.876
O  6.192  -5.587  -1.484
O  1.241  4.931  -0.531
O  1.256  4.766  1.801
O  3.214  -5.171  -0.649
O  4.058  0.592  -0.396
N  2.665  3.124  0.366
C  6.123  -7.849  -0.537
C  -4.925  2.444  -1.260
C  -4.993  5.594  2.506
C  1.963  -5.924  -3.435
C  -0.227  3.008  0.419
C  4.964  -2.625  -0.970
C  -8.120  3.191  2.988
C  -0.665  2.898  -1.047
C  6.785  -6.483  -0.530
C  3.030  -6.775  -2.774
C  6.341  -2.667  -0.335
C  -8.152  2.695  1.554
C  -6.149  1.591  -1.550
C  -3.714  6.189  1.950
H  5.081  -7.786  -0.206
H  -6.539  1.141  -0.631
H  4.185  -2.623  -0.204
H  6.646  -8.532  0.134
H  -3.211  5.512  1.262
H  -0.937  3.871  -1.461
H  0.154  2.444  -1.619
H  6.429  -3.513  0.356
H  0.987  -6.410  -3.371
H  6.532  -1.753  0.229
H  6.118  -8.271  -1.542
H  -3.023  6.438  2.757
H  2.199  -5.769  -4.490
H  -7.128  3.058  3.431
H  -8.356  4.254  3.034
H  7.838  -6.578  -0.794
H  -6.949  2.194  -1.980
H  -0.998  3.533  1.000
H  7.116  -2.786  -1.093
H  1.888  -4.936  -2.982
H  -1.532  2.227  -1.090
H  -4.167  1.865  -0.723
H  -5.583  6.379  2.983
H  -3.930  7.102  1.392
H  -7.854  1.643  1.506
H  -9.163  2.770  1.155
H  3.242  -7.644  -3.402
H  -8.836  2.640  3.599
H  -5.902  0.783  -2.239
H  2.694  -7.159  -1.811
H  6.732  -6.037  0.467
H  -4.485  2.775  -2.200
H  4.861  -1.710  -1.550
H  -4.786  4.847  3.272

***

# 6
Entry from OMol25: an isolated molecule of C4H6S in a non-equilibrium geometry (the ωB97M-V functional and the def2-TZVPD basis).

The calculation puts the LUMO energy at 0.918 eV. As for the total charge: 0. Its gap between HOMO and LUMO is 9.54 eV. As for the SMILES: C#CCSC. For the highest occupied orbital energy, the calculation gives -8.622 eV.

CARTESIAN COORDINATES (ANGSTROEM)
S  1.582  -0.765  -0.054
C  -0.229  -1.378  0.002
C  -1.314  -0.447  -0.111
C  1.497  1.023  -0.042
C  -2.296  0.274  -0.031
H  2.189  1.543  -0.791
H  -0.314  -2.166  -0.815
H  0.502  1.495  -0.096
H  -3.111  1.052  0.001
H  1.913  1.302  1.000
H  -0.419  -1.932  0.938

***

no.,calculated total energy (eV)
1,-97170.3958
2,-168076.5956
3,-94035.3751
4,-17594.2188
5,-101743.7295
6,-15077.7829